18
Properties=species:S:1:pos:R:3:forces:R:3 method="wB97M-V/def2-TZVPD" total_charge=+1 e_above_lowest_kj_mol=786.3 gap_ha=0.097
N 1.431561 0.911305 -0.390387 0.5 -0.4 -0.8
N -2.496654 0.960908 -0.317105 -0.4 0.2 -0.5
N -1.665808 -1.065257 -0.294725 -0.3 -0.6 0.0
C 0.393558 -0.797076 0.940720 1.0 -1.4 1.1
C -0.940363 -0.295872 0.533091 0.7 0.8 -0.7
C 1.513787 -0.469407 -0.005537 0.4 0.0 -0.4
C -1.434950 1.016751 0.518647 0.0 0.1 -0.3
C -2.617052 -0.307385 -0.792303 -0.1 0.7 0.4
H 1.568957 -1.140678 -0.862061 -0.6 0.3 -0.3
H 1.675517 1.049927 -1.365000 -0.1 0.2 0.1
H 1.933182 1.585042 0.169902 -0.2 0.1 0.4
H 0.290781 -1.879458 0.972480 0.1 -0.2 0.1
H -3.440412 -0.554511 -1.440562 0.1 -0.4 -0.1
H -1.146966 1.976085 0.909053 0.2 -0.2 0.4
H -3.041926 1.745289 -0.642181 -0.1 0.0 0.2
H 2.509916 -0.709328 0.483322 0.2 0.2 0.0
H 0.780771 -0.528599 1.929084 -0.8 0.4 0.2
H 4.686107 -1.497728 -0.346440 -0.5 0.1 0.2

10
Properties=species:S:1:pos:R:3:forces:R:3 method="wB97M-V/def2-TZVPD" e_above_lowest_kj_mol=188.4 gap_ha=0.331 smiles=Nc1cnco1
O -0.330402 -1.147187 -0.330887 -0.3 0.2 0.3
N 1.746135 -0.277533 0.300962 0.0 0.0 0.0
N -1.636981 0.662810 -0.289228 0.1 0.2 0.3
C -1.610197 -0.613011 -0.523712 -0.2 0.9 0.8
C 0.411653 -0.091421 0.047338 0.0 0.3 0.0
C -0.392987 1.014864 0.112371 0.5 0.4 -0.1
H -2.452955 -0.968900 0.041538 -0.5 -1.9 -0.9
H 2.301840 0.563210 0.246292 -0.1 -0.2 -0.1
H -0.230468 1.985782 0.544736 0.5 0.1 -0.3
H 2.176367 -1.076241 -0.139773 -0.1 0.0 0.1

18
Properties=species:S:1:pos:R:3:forces:R:3 method="wB97M-V/def2-TZVPD" e_above_lowest_kj_mol=254.8 gap_ha=0.304
O 2.032679 1.259843 -0.702786 -0.2 0.0 0.2
N 1.122151 -1.440807 -0.204257 -0.1 0.0 0.0
N -0.212411 1.761964 -0.129062 0.7 0.2 -0.1
C -1.620749 0.048564 -1.355806 0.0 0.1 0.0
C 0.541727 -0.329351 0.403443 -0.8 0.0 -0.1
C 0.834735 0.975769 -0.124899 -0.5 0.5 -0.4
C -1.207963 0.789845 -0.110783 0.8 -0.9 0.3
C 0.216553 -0.535745 1.862457 0.2 0.0 0.1
H -0.521490 -1.330138 1.998541 0.1 0.0 -0.1
H 1.124770 -0.835830 2.405399 -0.1 0.0 0.0
H -2.409186 0.604785 -1.880517 0.1 0.0 0.0
H 1.926335 2.083312 -1.198157 0.0 0.0 0.1
H -0.173060 0.374276 2.312670 0.1 0.0 0.0
H -2.041371 0.989115 0.569311 0.0 -0.1 0.0
H -2.028306 -0.937667 -1.115107 0.0 0.1 0.0
H 1.594161 -2.110801 0.388092 -0.1 0.1 0.0
H -0.784734 -0.088883 -2.043446 0.0 0.0 0.0
H 1.606159 -1.278250 -1.075093 0.0 0.0 0.1

24
Properties=species:S:1:pos:R:3:forces:R:3 method="wB97M-V/def2-TZVPD" e_above_lowest_kj_mol=287.1 gap_ha="0.167 / 0.167"
S 3.845959 -1.380967 -0.882250 -0.7 -0.2 0.0
S -1.738408 1.508509 -0.289754 0.2 -0.8 -1.3
P -1.633063 -0.444088 -1.103324 -0.2 -0.3 -0.2
O -2.234679 -1.534185 -0.302311 0.7 0.8 -0.9
N -2.128091 -0.199237 -2.669549 -0.9 -3.3 3.6
N 1.182896 -1.605960 -1.393578 -2.9 0.0 0.1
C -1.422243 0.967767 1.344166 -1.2 -1.3 2.9
C -0.009577 0.130500 3.163245 2.9 1.7 -0.5
C -0.076040 0.442973 1.677334 1.2 -0.3 0.2
C 2.277969 -0.908195 -1.328847 0.9 0.4 0.1
C 2.064770 0.498121 -1.801644 -0.8 3.0 -0.8
H -0.719718 -0.569084 3.378474 -2.2 -1.7 1.0
H -2.036253 0.046664 1.652224 -0.1 1.7 -0.8
H 0.176926 -0.495184 1.181173 -0.6 -0.2 -0.3
H 2.190023 1.372557 -1.133007 0.2 -1.1 0.9
H -1.780931 0.554734 -3.099627 1.5 3.3 -2.3
H 0.929700 -2.542699 -1.042524 1.3 0.7 0.0
H 1.024070 0.659065 -2.095732 -0.1 -0.4 -0.2
H -0.020400 0.991438 3.861645 -0.2 -0.4 -0.5
H 0.952821 -0.373901 3.272474 0.0 0.1 0.5
H -2.551056 -0.937912 -3.196710 0.1 -0.2 -0.3
H 2.635746 0.987332 -2.617346 0.3 -1.5 -0.1
H -1.669308 1.787110 2.088946 0.0 -0.7 -1.2
H 0.738886 1.044640 1.336522 0.5 1.0 0.0

17
Properties=species:S:1:pos:R:3:forces:R:3 method="wB97M-V/def2-TZVPD" total_charge=+1 e_above_lowest_kj_mol=183.0 gap_ha=0.369 smiles="C[C@H]1[NH+]=CNCC1=O"
O -0.669284 -2.303138 -0.806271 -0.6 -1.9 -0.4
N 0.022074 1.209579 -0.316526 2.5 -0.6 1.3
N 1.972349 -0.097537 -0.072527 1.8 -0.8 -2.2
C -0.148777 -1.388963 -0.317776 0.7 3.9 0.4
C -0.905201 0.113636 -0.415801 -0.3 -2.3 -2.4
C 1.361173 1.035873 -0.254049 -1.7 3.3 0.1
C 1.261700 -1.280260 0.366535 0.9 -2.0 0.1
C -2.084370 0.348316 0.469370 1.9 3.5 0.7
H -3.019979 0.064910 0.151397 -1.8 -1.7 -0.6
H 1.103156 -1.188234 1.442597 -0.2 0.1 0.1
H 2.031524 -2.157066 0.282398 -2.0 1.3 -0.2
H -1.324339 0.158879 -1.472329 0.8 -0.4 1.0
H 2.864070 -0.253322 -0.663846 -1.7 0.5 1.8
H -0.378073 2.085952 0.021884 0.4 0.0 -0.4
H -2.207601 1.484065 0.366857 0.0 -1.2 0.6
H -1.810307 0.159284 1.488325 -0.5 -0.3 0.7
H 1.931892 2.008024 -0.270244 -0.3 -1.3 -0.3

6
Properties=species:S:1:pos:R:3:forces:R:3 method="wB97M-V/def2-TZVPD" e_above_lowest_kj_mol=177.3 gap_ha="0.141 / 0.142"
Cl -3.061991 -0.815888 -2.051172 1.0 0.2 0.7
S -0.501130 -0.015594 0.156327 3.0 1.1 2.5
S 2.199675 0.445925 0.959154 -1.8 0.3 1.2
N 1.116738 0.107330 -0.155787 -2.2 -0.6 -0.2
H 1.267418 0.650803 2.043565 1.4 -0.2 -0.8
H -1.020710 -0.372575 -0.952087 -1.3 -0.9 -3.3

85
Properties=species:S:1:pos:R:3:forces:R:3 method="wB97M-V/def2-TZVPD" total_charge=+1 gap_ha=0.232
Cl -1.826676 2.702953 1.232850 -0.2 0.3 -0.5
S 1.003510 -0.344238 -3.319545 -0.1 0.6 0.2
P 0.543784 1.518779 -3.054652 -0.3 -2.0 -0.9
P -1.275102 0.684755 3.522219 -0.1 1.7 2.7
O -0.890725 -0.668159 4.479899 -0.8 0.9 -2.8
O -4.978480 3.190453 -2.757991 1.2 -0.4 -0.6
O -2.937640 0.784554 3.533953 1.8 -1.4 0.1
O -2.526429 -2.663292 -1.715767 1.7 1.1 0.6
O -0.924043 -0.872894 1.219869 -0.4 1.5 -1.3
O -7.001311 -5.653700 -0.984595 0.3 -0.1 0.1
N -5.353667 -4.232482 -1.543781 0.1 0.3 0.0
N -1.292795 0.090056 -1.031837 1.3 3.1 2.1
N -0.687066 1.994442 4.203278 -0.3 -1.5 -1.9
N -0.632244 1.543823 0.865363 0.9 -1.5 -0.8
N 0.276986 1.940029 -1.323634 -0.4 0.1 0.2
C -0.519246 0.387431 1.778513 1.7 -1.1 1.4
C -2.371101 0.472717 -1.990086 -0.3 1.3 -2.4
C 6.185225 -0.949186 -0.309460 0.6 0.8 0.7
C 2.584637 3.169004 -1.197268 0.3 1.0 -0.1
C 4.576769 0.627532 0.902356 0.3 -0.4 0.5
C 2.062871 1.153229 1.555308 -0.1 -0.9 0.3
C 5.599346 -0.591773 1.153400 0.0 0.4 -2.3
C 7.427787 -1.930751 -0.267396 0.0 0.1 -1.3
C -2.976527 1.932049 -1.818378 -1.6 -0.8 -0.8
C -4.105603 2.076970 -2.968330 1.5 -0.6 -0.5
C -1.284307 -3.534594 0.427481 -0.1 0.7 0.3
C -5.810395 -5.418804 -1.051522 -0.5 0.1 -0.1
C 3.188441 4.451733 -0.420853 1.3 -1.0 0.3
C 3.521280 0.799618 2.098781 0.0 -1.0 -0.7
C 3.275029 4.297818 2.328267 -0.5 -0.1 -0.6
C 1.027830 3.156011 -0.877607 0.6 1.8 -0.4
C -3.227702 -0.432117 0.645410 -1.2 -0.8 0.0
C -4.755577 -6.396686 -0.605910 0.3 0.1 0.0
C 3.362835 4.229356 1.108595 -1.2 1.2 0.1
C 1.044055 0.106921 2.159354 0.8 0.0 -0.1
C -1.778593 -0.771042 0.093636 -3.2 -1.0 -1.4
C -4.173188 -1.520550 0.773189 1.3 0.7 -0.8
C -0.525904 1.209581 -0.552288 -1.2 -1.2 0.1
B -1.890417 -2.323035 -0.480235 -0.2 -1.7 0.4
H 1.212762 0.078893 3.277327 -0.4 0.1 -1.2
H 7.198943 -2.959801 0.145122 0.2 1.3 -0.2
H 1.554910 2.320999 -3.645907 -0.6 0.4 0.9
H -4.378458 -3.996235 -1.617168 0.0 -0.1 0.0
H 0.579105 4.028767 -1.468708 0.5 -1.1 0.8
H 1.697163 2.184657 1.816264 0.7 -1.0 -0.5
H -4.668458 1.091593 -3.093108 0.3 1.5 0.5
H 0.904700 3.429071 0.206696 -0.2 -0.9 -1.1
H -6.041078 -3.561344 -1.848881 0.0 -0.1 0.0
H 3.439349 -0.241658 2.566314 0.1 1.4 -0.5
H -1.826961 -3.461946 1.433544 0.7 -0.3 -1.2
H -4.853755 -7.314552 -1.186437 -0.1 0.0 0.1
H 8.338337 -1.451596 0.223947 -1.4 -0.7 -0.3
H 2.612707 5.402671 -0.674366 0.6 -1.3 0.7
H -3.510031 2.189194 -3.941922 -0.9 -0.1 1.0
H 2.092317 0.955759 0.430655 -0.2 0.7 1.4
H 7.744381 -2.101981 -1.353478 -0.3 0.1 1.4
H 3.897515 1.477050 2.916628 -0.5 -0.5 -1.0
H -0.718605 -1.444053 3.893562 -0.2 0.5 0.7
H -3.534827 2.002737 -0.842093 0.9 0.2 -0.9
H 6.477636 -0.282348 1.788413 -1.1 -0.5 -0.3
H -1.778282 -2.793648 -2.347393 -0.9 -0.2 0.2
H -4.899391 -6.617084 0.452537 -0.1 -0.1 -0.1
H -3.243670 -0.241696 -2.043571 1.4 0.4 0.7
H 1.368299 -0.919909 1.776474 -0.8 1.3 0.4
H 5.154074 1.592002 0.694981 -0.7 -1.2 0.4
H -3.747765 -6.000461 -0.746661 0.0 -0.1 0.0
H 6.552717 0.046623 -0.738051 -0.4 -1.3 0.4
H -4.365419 -2.067770 1.738048 -1.4 1.8 -0.7
H -3.613594 0.593763 0.911119 1.6 -1.1 1.5
H 3.037856 4.354039 3.427008 0.7 -0.2 -1.9
H -1.465519 -4.551902 -0.029818 0.3 1.2 0.6
H 4.069058 0.374006 -0.090200 0.3 0.3 1.4
H -0.057937 2.416496 3.500283 -0.2 0.0 0.7
H 5.071594 -1.529369 1.498495 0.5 1.2 0.1
H -0.692670 1.906402 -3.691391 0.8 0.3 0.6
H -3.356505 0.030323 3.998498 0.3 0.4 -0.3
H -1.937007 0.441308 -3.050741 -0.5 -0.3 1.4
H -0.185239 -3.364373 0.683384 -1.3 -0.4 -0.4
H -4.553628 3.949427 -3.210179 -0.6 -0.5 0.5
H 2.829652 3.384729 -2.292037 -0.7 -0.4 1.4
H -4.700057 -1.823638 -0.184170 1.9 -1.3 1.0
H 5.358318 -1.282222 -1.021551 1.0 0.1 1.1
H 4.226659 4.599109 -0.856120 -1.2 -0.1 0.5
H 3.137944 2.222163 -0.940507 -0.7 1.0 0.0
H -2.248684 2.775525 -2.009236 -0.6 -0.9 0.7

80
Properties=species:S:1:pos:R:3:forces:R:3 method="wB97M-V/def2-TZVPD" spin_multiplicity=2 gap_ha="0.349 / 0.250" s_squared=0.7535
Cu -0.683604 2.609122 -0.692505 0.7 -2.1 0.3
O -0.636601 3.547262 1.444548 0.5 0.0 -0.6
O -1.250907 2.226228 -2.980275 -0.1 1.1 1.7
O -2.387049 -2.578569 4.131771 0.8 0.5 -0.5
O 3.525315 -2.011697 -3.679141 0.1 -0.3 -0.6
O -2.979347 2.661748 -0.761629 -0.8 -0.4 -0.4
O 1.409469 3.526659 -0.639400 -1.5 1.1 -0.9
O 0.542325 0.896405 -0.945197 1.2 1.7 -1.9
O 0.218169 -1.098664 -0.042525 0.2 -0.3 0.1
O -2.580488 -4.918755 -1.416879 0.0 0.9 -0.3
O 3.807078 -2.256978 3.384657 0.0 0.0 -0.3
O -1.007873 0.681502 0.425320 -2.9 1.4 2.1
N -3.572578 0.496642 -0.718314 -0.4 0.1 0.2
N -0.807184 -3.809361 -0.640605 1.0 0.2 0.5
N -0.303704 0.349526 -3.684389 0.9 -1.2 0.6
N 2.749350 2.171561 0.425458 1.2 0.7 1.2
N 1.986610 -2.305342 -2.103730 -1.8 -0.5 1.0
N -1.374341 -1.397908 2.483826 0.1 0.3 0.2
N -0.269437 2.028188 3.012184 0.6 -2.4 0.2
N 2.621461 -2.279985 1.474182 -0.9 0.5 -0.9
C 3.015465 -1.719296 2.615768 1.2 0.0 1.3
C -5.000688 2.037631 -1.963005 -0.2 0.4 0.4
C -1.196088 1.319685 -3.793386 0.1 0.0 -0.2
C -0.552129 3.231785 2.641474 -1.4 2.3 -1.6
C -0.089455 0.112271 -0.175266 1.0 -1.5 -0.3
C 2.915919 -1.598909 -2.711174 2.1 1.2 -0.7
C 2.336890 3.420864 0.143801 -0.5 0.2 0.1
C 3.314997 -0.233026 -2.117204 -0.3 -1.2 -1.2
C -2.120480 1.359031 -4.925155 -1.0 0.7 -1.8
C -1.469206 -2.461636 3.315727 -1.2 -0.3 0.8
C 2.973102 4.680461 0.790529 0.2 -1.9 0.4
C -0.414995 -3.512846 3.225900 0.1 -1.3 -0.2
C 3.125753 -3.530153 0.958535 0.3 -0.6 0.8
C 2.439559 -0.375155 3.039035 -0.7 -0.4 -1.2
C -0.979910 4.234588 3.622335 0.4 0.8 1.8
C -1.982577 -3.853667 -1.294419 -0.4 -1.0 0.3
C -2.433942 -2.562530 -1.915762 -0.6 0.4 -0.9
C -3.814280 1.773396 -1.056249 1.7 0.5 -0.7
H -0.692652 -4.333981 3.886265 0.1 0.3 0.4
H -4.321812 -0.173932 -0.658752 0.1 0.0 -0.2
H -0.637115 4.036959 4.640645 -0.2 -0.4 0.0
H 1.691944 0.012714 2.342358 -0.3 -0.3 0.0
H -2.639342 2.317059 -4.919190 0.0 0.0 0.3
H 2.402882 -4.037940 0.322898 0.0 0.4 -0.3
H 1.684969 -3.162174 -2.541953 0.0 0.1 0.0
H -2.407169 -2.723001 -2.996140 0.2 0.0 -0.1
H 4.333726 -0.093355 -2.474376 0.2 0.0 0.6
H 2.747774 0.499936 -2.691672 -0.3 0.3 0.7
H 2.249983 1.384271 0.037531 -0.1 0.2 -0.3
H -2.069337 4.245421 3.624934 0.0 0.3 -0.1
H -1.866332 -1.657085 -1.710247 0.3 -0.3 0.3
H -0.535579 1.661207 3.911877 0.2 0.1 0.0
H -2.722027 0.348807 -0.185236 0.0 -0.1 0.3
H 3.166182 -0.268855 -1.041571 0.1 0.6 0.0
H 3.188996 0.414189 3.025983 0.3 -0.3 0.7
H -0.089347 -0.396425 -4.325554 -0.5 0.2 -0.3
H 1.340286 -1.825563 -1.482324 0.0 -0.2 0.2
H -2.007739 -0.632154 2.649687 -0.2 -0.2 -0.2
H -0.268929 1.423456 2.196574 0.0 -0.7 0.3
H 3.692191 4.294475 1.515712 0.5 0.4 -0.2
H -5.185771 1.268967 -2.712204 0.2 -0.3 0.3
H 3.522214 2.031263 1.056943 -0.1 -0.2 -0.1
H 1.908795 -1.776201 0.965133 0.0 -0.2 -0.3
H 1.968733 -0.626907 3.987580 0.2 0.8 0.2
H 2.264644 5.239726 1.399530 -0.4 -0.1 -0.4
H -0.379847 -2.954554 -0.303271 -0.2 0.1 -0.3
H 0.591501 -3.169301 3.461242 0.0 0.1 -0.1
H -4.870518 2.974382 -2.501596 0.1 0.1 0.3
H -0.423369 -4.677390 -0.301168 -0.3 0.0 0.0
H 4.098318 -3.407577 0.481825 -0.2 0.0 -0.3
H -1.598160 1.368866 -5.883953 0.1 -0.4 0.0
H -0.416385 -4.036761 2.267300 0.2 0.5 -0.4
H -5.889852 2.108119 -1.334122 -0.1 0.1 -0.1
H -3.487315 -2.337469 -1.752073 0.0 -0.3 0.4
H -0.553461 5.219358 3.437929 -0.4 0.0 -0.6
H 3.425025 5.318267 0.034959 0.0 -0.1 0.1
H 0.135988 0.285433 -2.773742 0.4 0.2 0.0
H -2.894446 0.592137 -4.951010 0.3 -0.3 0.2
H -0.829491 -1.390785 1.630883 0.2 0.0 0.1
H 3.297250 -4.223682 1.783524 0.0 0.2 0.2

no.,calculated total energy (Eh)
1,-360.27561
2,-301.41547
3,-381.18838
4,-1520.69843
5,-380.38211
6,-1312.37064
7,-3194.57879
8,-3617.44530